{"formula": "CHFI2S", "method": "ωB97M-V/def2-TZVPD", "elements": ["C", "F", "S", "I", "I", "H"], "positions_angstrom": [[-0.26888, 0.98383, -0.66718], [-0.36072, 1.94265, 0.27428], [1.70188, -0.99370, 1.02993], [-1.95614, -0.31742, -0.63684], [0.31869, -2.81282, 1.36629], [0.56517, 1.19746, -1.36648]], "forces_ev_per_angstrom": [[-0.099, -0.127, 1.112], [-0.033, -0.442, -0.543], [-0.256, 0.158, -0.209], [1.326, 0.999, -0.461], [0.098, 0.078, 0.001], [-1.036, -0.667, 0.100]], "mulliken_charge": [-0.37, -0.15, -0.22, 0.12, 0.16, 0.46], "total_energy_ev": -30803.9781, "max_force_ev_per_a": 1.7, "charge": 0, "homo_lumo_gap_ev": [8.41, 6.14], "e_homo_ev": [-8.84, -8.49], "relative_energy_kj_mol": 267.4}